1.
The following is a quantum chemistry calculation of a structure of composition C26H34Cl2F6N2OPdSSb, from the Open Molecules 2025 dataset.

Each line ends with the Mulliken spin population.
Positions of all 74 atoms, in Å:
Pd 0.3938 1.8776 -1.7092  1.7149
C -0.4718 2.5672 5.1160  -0.0010
C 0.1750 1.2573 4.6355  -0.0018
C 1.5786 1.1201 5.2491  -0.0013
C -0.6864 0.0783 5.0831  0.0000
C 0.3176 1.3175 3.1233  0.0062
C 1.0571 2.3490 2.5320  0.0223
C 1.1898 2.4123 1.1645  0.0119
N 0.6143 1.4839 0.4017  0.3965
C -0.1201 0.4897 0.9020  0.0907
C -0.2670 0.3796 2.2693  0.0073
C -0.7029 -0.4003 -0.1111  -0.0210
C -1.5536 -1.4467 0.1667  -0.0011
C -2.0826 -2.2222 -0.8641  0.0069
C -1.6712 -1.9070 -2.1619  0.0133
C -0.8236 -0.8476 -2.3847  -0.0138
N -0.3476 -0.1103 -1.3744  0.2533
C -3.0910 -3.3334 -0.6284  -0.0017
C -4.4104 -2.9184 -1.3046  0.0003
C -2.5650 -4.6281 -1.2674  0.0001
C -3.3455 -3.5693 0.8591  0.0002
H -0.6180 2.5183 6.1950  0.0000
H -1.4454 2.7252 4.6487  -0.0001
H 0.1539 3.4359 4.9082  0.0001
H 1.4929 1.0709 6.3347  0.0001
H 2.2167 1.9709 5.0071  0.0002
H 2.0744 0.2084 4.9090  -0.0003
H -0.7446 0.0753 6.1710  0.0000
H -0.2604 -0.8816 4.7812  -0.0002
H -1.7084 0.1518 4.7044  -0.0001
H 1.5326 3.1144 3.1290  0.0011
H 1.7543 3.1875 0.6664  0.0125
H -0.8538 -0.4316 2.6728  0.0034
H -1.8346 -1.6419 1.1907  -0.0003
H -2.0252 -2.4696 -3.0139  0.0016
H -0.5274 -0.5786 -3.3857  0.0074
H -4.2944 -2.7909 -2.3819  -0.0002
H -4.7927 -1.9847 -0.8881  0.0001
H -5.1580 -3.6946 -1.1399  -0.0001
H -2.4849 -4.5496 -2.3521  0.0001
H -3.2568 -5.4420 -1.0505  0.0001
H -1.5869 -4.9022 -0.8660  -0.0001
H -3.7890 -2.6963 1.3433  -0.0001
H -2.4340 -3.8484 1.3937  0.0000
H -4.0517 -4.3913 0.9709  0.0000
F -1.4741 2.4724 -2.8658  0.0463
Sb -2.3160 3.6183 -1.4879  0.0002
F -3.9897 3.1419 -2.0908  0.0002
F -2.0067 5.0138 -2.6431  0.0006
F -2.8939 4.5010 0.0208  0.0000
F -0.4473 3.7948 -0.8479  0.0793
F -2.1275 1.9829 -0.5406  0.0024
Cl 1.0641 4.0279 -3.3397  0.0654
C 0.7322 3.0243 -4.7536  -0.0104
Cl 0.9068 1.2879 -4.2865  0.0895
H 1.4634 3.2268 -5.5260  0.0027
H -0.2924 3.1773 -5.0677  0.0006
C 5.0392 1.6329 -1.3681  0.0132
S 3.5639 1.3471 -2.3067  0.0055
O 2.5041 2.0254 -1.3725  0.1980
C 3.3257 -0.3872 -2.1010  0.0065
C 3.4122 -1.1865 -3.2331  0.0024
C 3.1900 -2.5513 -3.1018  0.0004
C 2.8774 -3.0856 -1.8591  -0.0002
C 2.7923 -2.2690 -0.7333  -0.0041
C 3.0167 -0.9078 -0.8473  -0.0190
H 4.9111 1.2277 -0.3662  0.0011
H 5.2087 2.7078 -1.3490  0.0013
H 5.8481 1.1307 -1.9000  0.0034
H 3.6548 -0.7563 -4.1980  0.0006
H 3.2645 -3.1934 -3.9689  0.0000
H 2.7072 -4.1499 -1.7629  0.0000
H 2.5661 -2.6999 0.2336  -0.0002
H 2.9531 -0.2587 0.0182  0.0066

The highest occupied orbital energy (alpha / beta) is -15.32 / -15.29 eV. The charge is +2. For the HOMO-LUMO gap (alpha / beta), the calculation gives 8.97 / 5.42 eV. As for the spin multiplicity: 4.


2.
The following is a quantum chemistry calculation of a structure of composition C26H34Cl2F6N2OPdSSb, from the Open Molecules 2025 dataset.

Each line ends with the Mulliken spin population.
Positions of all 74 atoms, in Å:
Pd 1.5576 -0.4483 -1.2639  1.4855
C -5.5192 -0.2790 -0.8162  -0.0004
C -4.6895 -1.3219 -0.0516  -0.0002
C -5.0678 -2.7344 -0.5255  -0.0007
C -4.9908 -1.2005 1.4412  -0.0001
C -3.2185 -1.0927 -0.3587  0.0031
C -2.7560 -1.1549 -1.6769  0.0019
C -1.4203 -0.9741 -1.9465  -0.0045
N -0.5287 -0.7227 -0.9806  0.1281
C -0.9369 -0.6564 0.2973  0.0076
C -2.2693 -0.8387 0.6277  -0.0014
C 0.1330 -0.4331 1.3074  0.0174
C -0.0929 -0.2470 2.6531  0.0017
C 0.9801 -0.0884 3.5409  -0.0017
C 2.2583 -0.1232 2.9938  0.0062
C 2.4263 -0.2999 1.6326  0.0014
N 1.3852 -0.4540 0.8174  0.1889
C 0.7147 0.0837 5.0278  -0.0010
C 2.0034 0.3245 5.8132  0.0003
C 0.0450 -1.2005 5.5436  -0.0008
C -0.2277 1.2783 5.2382  -0.0009
H -6.5772 -0.4325 -0.6037  -0.0001
H -5.3866 -0.3607 -1.8955  0.0000
H -5.2591 0.7364 -0.5109  0.0000
H -6.1159 -2.9251 -0.2947  -0.0001
H -4.4680 -3.4956 -0.0239  0.0001
H -4.9409 -2.8529 -1.6022  0.0000
H -6.0552 -1.3647 1.6048  0.0000
H -4.7522 -0.2073 1.8288  0.0000
H -4.4551 -1.9487 2.0294  -0.0001
H -3.4307 -1.3646 -2.4945  -0.0011
H -1.0307 -1.0517 -2.9540  0.0075
H -2.5657 -0.8037 1.6642  0.0020
H -1.1054 -0.2295 3.0287  0.0013
H 3.1372 -0.0130 3.6109  0.0013
H 3.4062 -0.3410 1.1734  0.0002
H 2.6900 -0.5209 5.7427  0.0000
H 1.7595 0.4550 6.8669  0.0001
H 2.5224 1.2262 5.4821  -0.0001
H 0.6770 -2.0737 5.3747  0.0000
H -0.9200 -1.3775 5.0654  0.0001
H -0.1283 -1.1123 6.6163  0.0000
H 0.1997 2.1982 4.8349  0.0000
H -0.3898 1.4256 6.3059  -0.0001
H -1.2058 1.1211 4.7812  0.0001
F 2.9432 -1.0437 -3.0299  0.0137
Sb 4.6935 -0.5470 -2.3049  0.0037
F 3.5589 0.7508 -1.3410  0.0198
F 4.7304 0.7380 -3.6762  0.0000
F 6.1983 0.0984 -1.4381  0.0001
F 5.5539 -1.8768 -3.2625  0.0003
F 4.2244 -1.6587 -0.8430  0.0021
Cl 1.1861 -3.1768 -1.1349  0.0824
C 2.3568 -4.5372 -1.4611  0.0025
Cl 3.3255 -4.2878 -2.8776  0.0008
H 1.7147 -5.3990 -1.5977  0.0063
H 2.9727 -4.6138 -0.5742  -0.0003
C 1.8550 4.5523 -1.1872  0.0921
S 0.7429 3.2318 -1.6902  0.3507
O 1.0417 2.0384 -0.8697  0.4026
C 0.8801 2.9302 -3.3927  0.0781
C 1.9755 2.1758 -3.8361  0.0486
C 2.0938 1.9508 -5.1941  -0.0041
C 1.1391 2.4637 -6.0683  0.0288
C 0.0568 3.2095 -5.6054  -0.0001
C -0.0925 3.4463 -4.2531  0.0138
H 2.8541 4.2386 -1.4911  0.0175
H 1.7562 4.6352 -0.1065  0.0025
H 1.5333 5.4641 -1.6883  -0.0086
H 2.7357 1.8240 -3.1501  0.0101
H 2.9397 1.3846 -5.5583  0.0017
H 1.2383 2.2901 -7.1319  0.0008
H -0.6661 3.6013 -6.3075  0.0001
H -0.9335 4.0130 -3.8740  -0.0074

The highest occupied orbital energy (alpha / beta) is -14.91 / -14.90 eV. The charge is +2. For the HOMO-LUMO gap (alpha / beta), the calculation gives 8.81 / 4.77 eV. As for the spin multiplicity: 4.


Order of stability, best first: 2, 1


1.
The following is a quantum chemistry calculation of a cluster of 2 separate species, C4H13N3O in total, from the Open Molecules 2025 dataset.

Each line ends with the Löwdin charge.
Positions of all 21 atoms, in Å:
C -1.9088 0.7442 0.9288  -0.4058
N -0.0134 -0.0282 -1.2228  -0.1486
N -0.7543 -1.1181 -1.7067  -0.0032
N -1.8764 -0.6117 1.3910  0.0118
O -1.3070 1.5560 1.9110  -0.0937
H -1.2279 2.4428 1.5263  0.0807
H 0.0162 0.7888 -1.8312  0.1253
H -2.9423 1.0646 0.7736  0.1018
H -0.6793 -1.8816 -1.0287  0.0693
H -1.7501 -0.8856 -1.6672  0.0766
H -0.8894 -0.8539 1.4873  0.0633
H -2.2535 -0.6435 2.3368  0.0717
C 2.1122 0.8899 -0.1724  -0.0657
C 1.3764 -0.3190 -0.6866  -0.3539
C 1.9548 -1.5245 -0.6399  0.0216
H -1.1828 0.8239 -0.0660  0.1212
H 2.2673 1.6329 -0.9616  0.0777
H 3.0923 0.6452 0.2540  0.0797
H 1.5405 1.3650 0.6330  0.0707
H 1.4897 -2.4090 -1.0630  0.0429
H 2.9359 -1.6781 -0.1957  0.0567

The highest occupied orbital energy is -7.76 eV. For the HOMO-LUMO gap, the calculation gives 8.62 eV. As for the spin multiplicity: 1. Its SMILES is C=C(C)NN.NCO.


2.
The following is a quantum chemistry calculation of a cluster of 3 separate species, C4H13N3O in total, from the Open Molecules 2025 dataset.

Each line ends with the Löwdin charge.
Positions of all 21 atoms, in Å:
C 0.0902 -0.2959 0.5762  -0.5141
C -0.3298 0.4485 -0.5721  -0.2882
C 1.6066 0.7631 -1.2154  -0.1570
C -2.1456 -0.0933 0.9050  -0.0919
N 0.3876 -1.6193 0.4449  0.1530
N 0.7005 0.3436 1.6399  0.1198
N -0.8253 -0.2801 -1.7063  0.0340
O 2.6831 0.1478 -0.5373  -0.1228
H 2.6441 0.4464 0.3839  0.0590
H -0.6064 1.4841 -0.4220  0.1152
H 1.1056 -1.9995 1.0433  0.1069
H 0.4615 -1.9008 -0.5282  0.1049
H 0.7099 -0.1990 2.4937  0.1074
H 0.3288 1.2700 1.8070  0.1115
H -1.7180 -0.7350 -1.5423  0.0728
H -0.9596 0.3282 -2.5072  0.0860
H 1.6297 0.4098 -2.2457  0.0706
H 1.6744 1.8567 -1.1880  0.0670
H -2.8296 0.6548 0.4973  -0.0062
H -2.0987 0.0696 1.9847  -0.0169
H -2.5088 -1.0997 0.6885  -0.0111

The highest occupied orbital energy (alpha / beta) is -6.19 / -6.19 eV. For the HOMO-LUMO gap (alpha / beta), the calculation gives 6.97 / 6.97 eV. As for the spin multiplicity: 1.


Order of stability, best first: 1, 2


1.
The following is a quantum chemistry calculation of a cluster of 3 separate species, C2H4N4O2 in total, from the Open Molecules 2025 dataset.

Each line ends with the Löwdin charge.
Positions of all 12 atoms, in Å:
C 0.8577 -0.5000 0.6620  -0.4827
C -0.5186 0.6345 -0.3836  -0.5793
H 2.3359 -0.8644 1.7137  0.2446
H -1.7712 1.1996 1.8687  0.3580
H -2.4808 1.0727 -1.1031  0.0915
H -0.2163 -1.0627 -2.2946  0.3485
N 0.2364 0.1487 1.5858  0.0650
N -0.5357 0.9809 0.8304  0.0122
N -1.4238 0.6971 -1.4442  0.0269
N 0.4864 -0.1869 -0.5814  -0.1209
O 1.8837 -1.3645 0.7987  0.0659
O 1.1463 -0.7549 -1.6524  -0.0297

The highest occupied orbital energy is -8.25 eV. For the HOMO-LUMO gap, the calculation gives 6.66 eV. As for the spin multiplicity: 1.


2.
The following is a quantum chemistry calculation of the molecule C2H4N4O2, from the Open Molecules 2025 dataset.

Each line ends with the Löwdin charge.
Positions of all 12 atoms, in Å:
C -1.0314 -0.4034 0.0195  -0.2689
C -0.1396 0.6470 -0.2812  -0.5231
H -2.5759 0.8152 0.0087  0.0618
H -3.0660 -0.8469 0.0031  0.1473
H 3.1499 0.5192 -0.2723  0.1323
H 2.2759 0.4249 1.3100  0.0680
N -2.3389 -0.0998 0.1465  0.1583
N -0.3345 -1.6248 -0.0400  0.1269
N 1.0732 -0.0191 -0.4219  -0.0963
N 2.3385 0.1533 0.3534  0.1060
O 0.8989 -1.3341 -0.4923  -0.0989
O -0.2500 1.7685 -0.3336  0.1865

The highest occupied orbital energy is -8.59 eV. For the HOMO-LUMO gap, the calculation gives 8.84 eV. As for the spin multiplicity: 1. Its SMILES is Nc1non(N)c1=O.


Order of stability, best first: 2, 1